No. 1
C24H53F2NO16 | ωB97M-V/def2-TZVPD

As for the LUMO energy: 0.155 eV. The HOMO energy comes out at -7.864 eV. The total charge is 0. The energy above the lowest of the compared OMol25 structures with the same formula, charge and spin is 93.3 kcal/mol.

Each line ends with the Mulliken charge.
Element x y z (Å)
N 0.6196 1.4554 -0.4562  0.24
H 1.1310 0.9068 0.3115  0.19
H 0.0990 0.8864 -1.0634  -0.02
H 1.0904 2.1393 -1.3194  0.24
H -0.0386 1.9784 -0.1655  0.30
O 1.3415 -1.4301 -0.4669  -0.73
H 0.6928 -2.1203 -0.2330  -0.24
C 1.7866 -4.4378 -1.9770  -1.29
C 1.1534 -3.5049 -2.8653  1.46
O -0.1996 -3.9802 -2.9237  -0.36
C -0.2903 -5.0059 -2.1803  0.67
O -1.3689 -5.5927 -2.0443  -0.65
O 0.8178 -5.2846 -1.5830  -0.40
F 1.5847 -3.5561 -4.2127  -0.38
H 2.1966 -4.0090 -1.1791  0.58
H 2.6267 -4.7036 -2.2493  1.03
H 1.0583 -2.5094 -2.7893  -0.60
C 3.9490 -0.1968 -1.5537  0.05
C 4.3098 -1.6084 -1.1259  0.84
O 5.8052 -1.5811 -1.0853  -0.31
C 6.1807 -0.4470 -1.4713  0.52
O 7.3693 -0.2483 -1.7725  -0.64
O 5.1750 0.4231 -1.7357  -0.40
F 3.9680 -2.3220 -2.2510  -0.33
H 3.6880 0.4171 -0.7621  0.16
H 3.0396 0.0089 -2.2603  -0.28
H 3.7355 -1.9848 -0.2071  0.22
C -2.4489 2.5420 -0.5311  -0.77
O -1.9729 1.5297 -1.4794  0.02
C -2.3135 1.7737 -2.8179  -0.83
C -1.3918 0.9202 -3.7133  -0.74
O -0.3085 1.4120 -3.7557  -0.34
C 0.8202 0.4765 -3.9484  0.03
C 2.1394 1.1958 -4.4618  -1.31
O 2.2250 2.3361 -3.5746  0.05
C 3.3150 3.1460 -3.9084  -0.82
H -3.5858 2.6677 -0.5628  0.34
H -1.8827 3.4874 -0.4814  0.37
H -2.3463 2.2259 0.4247  -0.06
H -2.2435 2.8101 -3.0102  0.39
H -3.2883 1.2995 -3.0927  0.30
H -1.7870 0.7725 -4.6602  0.49
H -1.2872 0.0043 -3.3086  0.62
H 0.4008 -0.1739 -4.6392  0.81
H 0.8902 0.0937 -2.9337  -0.36
H 2.0537 1.3456 -5.4860  0.68
H 2.9726 0.4998 -4.4894  0.53
H 4.2161 2.4971 -3.5755  0.28
H 3.3463 3.9921 -2.9917  0.15
H 3.3072 3.5812 -4.9058  0.30
C -0.3387 -0.5697 2.6162  -0.69
O -0.1960 0.7203 2.4060  -0.23
C -1.1060 1.4210 3.1470  0.13
C -0.8101 2.9529 3.1407  -0.86
O -0.7195 3.4444 2.0075  -0.19
C -0.0795 4.7044 1.8812  -0.79
C -0.0505 5.2636 0.4980  -0.78
O 0.2359 4.2765 -0.5029  -0.09
C 0.7569 4.8217 -1.7505  -0.82
H -0.0248 -0.9870 3.5344  0.43
H 0.2822 -0.9093 1.6539  -0.18
H -1.2181 -1.0389 2.6198  0.46
H -1.1494 0.9143 4.1657  -0.03
H -2.1019 1.3592 2.6603  0.14
H 0.0149 3.3182 3.5369  0.70
H -1.7500 3.1578 3.4663  0.26
H 1.0809 4.5492 2.0712  0.32
H -0.2467 5.5470 2.5329  0.47
H 0.5072 6.1515 0.1221  0.58
H -1.0978 5.7902 0.3674  0.24
H 1.8784 4.9795 -1.7460  0.18
H 0.0420 5.8093 -2.0804  0.35
H 0.6591 4.0405 -2.5490  0.29
C -0.5673 -1.2985 6.5880  -0.95
O -1.2809 -1.8938 5.4390  -0.26
C -2.6976 -1.9513 5.6536  -0.64
C -3.2403 -2.5779 4.3848  -0.76
O -2.8441 -3.7298 4.1677  -0.29
C -3.4559 -4.3756 3.0489  -0.77
C -2.7430 -4.0261 1.6929  -0.29
O -3.2527 -2.9090 1.0772  -0.46
C -2.5193 -2.7834 -0.1394  -0.98
H 0.3697 -1.7528 6.4415  0.29
H -1.0827 -1.7826 7.3617  0.42
H -0.5924 -0.2829 6.4325  0.27
H -3.0580 -0.8272 5.6766  0.21
H -2.9063 -2.5520 6.3715  0.69
H -3.1005 -2.0173 3.5757  0.50
H -4.3220 -2.5993 4.4169  0.45
H -4.4788 -4.2372 2.8387  0.38
H -3.3665 -5.5082 3.2749  0.29
H -2.7201 -4.8687 0.9563  0.52
H -1.7322 -3.9361 2.0260  0.25
H -2.8453 -1.8665 -0.5055  0.44
H -2.9249 -3.2892 -1.0020  0.53
H -1.5586 -2.7790 -0.0507  0.26

No. 2
C24H54O9 | ωB97M-V/def2-TZVPD

As for the LUMO energy: 0.480 eV. Its SMILES is C1CCOC1.C1CCOC1.C1CCOC1.COCCOC.COCCOC.COCCOC. The HOMO energy comes out at -9.081 eV. The total charge is 0. The energy above the lowest of the compared OMol25 structures with the same formula, charge and spin is 231.9 kcal/mol.

Each line ends with the Mulliken charge.
Element x y z (Å)
C 3.9154 0.5471 -1.0059  -0.70
C 2.7177 0.7957 -1.9358  1.60
C 3.0618 0.1199 -3.2319  0.67
O 4.4368 -0.3458 -3.0978  -0.50
C 5.0301 0.2413 -1.9789  -0.64
H 3.6799 -0.3345 -0.4098  0.32
H 4.0876 1.4188 -0.3745  0.34
H 2.5964 1.8748 -2.0299  -0.15
H 1.8042 0.3646 -1.5262  -1.28
H 2.9245 0.7890 -4.0813  0.30
H 2.3754 -0.7267 -3.2218  -0.53
H 5.5219 1.1855 -2.2128  0.32
H 5.5897 -0.4491 -1.3478  0.40
C 1.5296 2.6447 2.9983  -1.00
C 0.2987 2.0471 2.3593  1.13
C -0.7442 2.4807 3.2951  -0.85
O -0.3669 3.7723 3.7525  -0.54
C 0.9810 4.0563 3.3849  -0.47
H 2.3650 2.7211 2.3023  0.34
H 1.8632 2.1171 3.8919  0.38
H 0.5801 0.9991 2.2566  0.12
H 0.2291 2.4965 1.3687  -0.76
H -0.6590 1.8582 4.1858  0.23
H -1.7433 2.2004 2.9614  0.61
H 1.5531 4.4084 4.2433  0.40
H 1.1327 4.6739 2.4997  0.18
C -0.5806 2.9733 -1.6496  0.21
C 0.3934 3.5058 -2.5773  -0.58
C 1.2099 4.4383 -1.5919  -0.71
O 0.7418 4.1309 -0.2819  -0.57
C 0.2242 2.8362 -0.3459  0.85
H -1.0912 2.0716 -1.9876  -0.43
H -1.3883 3.6764 -1.4460  0.47
H -0.0866 3.9847 -3.4306  0.45
H 1.1133 2.7957 -2.9844  0.06
H 0.8986 5.4707 -1.7511  0.40
H 2.2902 4.2957 -1.6155  0.32
H -0.5112 2.7925 0.4574  0.51
H 1.0044 2.0751 -0.3551  0.34
C -1.9627 -3.4612 0.1223  -0.72
O -1.7345 -2.7973 1.4416  -0.28
C -1.3308 -3.5621 2.5840  -0.65
C -1.1711 -2.8080 3.8233  -0.56
O -2.4527 -2.3749 4.3638  -0.40
C -2.4257 -1.4970 5.4186  -0.63
H -1.2091 -4.2344 -0.0268  0.48
H -1.9235 -2.6696 -0.6259  0.12
H -2.9383 -3.9475 0.1183  0.30
H -0.3684 -4.0345 2.3874  0.45
H -2.0207 -4.3659 2.8410  0.32
H -0.6207 -1.8869 3.6318  0.25
H -0.6161 -3.3935 4.5564  0.51
H -3.4760 -1.3447 5.6672  0.27
H -2.1036 -0.4740 5.2243  0.13
H -1.9568 -1.9740 6.2792  0.36
C -2.6488 -0.0075 2.5812  -0.31
O -2.2119 0.4730 1.3444  -0.14
C -2.3231 -0.5572 0.3731  -2.37
C -1.8103 -0.1961 -1.0724  -1.61
O -0.3954 -0.3744 -1.1562  0.66
C 0.4292 0.2968 -0.1998  -2.05
H -2.4079 -1.0305 2.8701  0.65
H -3.7152 0.1972 2.6758  0.06
H -2.0729 0.5637 3.3092  -0.41
H -3.3862 -0.7960 0.3445  0.57
H -1.7578 -1.4127 0.7428  1.19
H -2.2452 0.7112 -1.4915  0.48
H -2.2798 -0.9609 -1.6912  1.27
H 1.4398 0.4578 -0.5751  -0.15
H 0.5717 -0.5018 0.5282  0.86
H 0.0805 1.1760 0.3422  0.03
C -0.0230 -4.7918 -2.2975  -0.25
O 0.0360 -4.3253 -3.6665  -0.45
C 0.6813 -3.0288 -3.8257  -0.85
C -0.0314 -1.9096 -3.1607  1.04
O -1.3185 -1.7684 -3.6754  -0.40
C -1.9515 -0.4898 -3.5101  -0.62
H 0.9777 -4.7881 -1.8655  0.33
H -0.3754 -5.8141 -2.4353  0.36
H -0.6329 -4.1580 -1.6539  -0.28
H 0.8293 -2.7613 -4.8720  0.47
H 1.7113 -3.0060 -3.4696  0.39
H 0.5900 -1.0150 -3.2019  0.13
H -0.2411 -2.0797 -2.1047  -0.45
H -3.0414 -0.4851 -3.4920  0.28
H -1.6234 0.1573 -4.3235  0.39
H -1.5219 0.0466 -2.6640  0.05

Among the records above, which one has the highest LUMO energy?
C24H54O9

Which value of HOMO does entry 1 give?
-7.864 eV

What is the total charge in the second record?
0